1.
CH2FPSi | ωB97M-V with the def2-TZVPD basis set

Values from the calculation:
relative energy (zero: lowest compared OMol25 entry of this formula, charge and spin) = 201.2 kJ/mol
Kohn-Sham gap (alpha / beta) = 7.36 / 6.26 eV
LUMO energy (alpha / beta) = -1.5 / -1.6 eV
total energy = -20948.860 eV
total charge = 0

XYZ file:
```
6
CH2FPSi | the OMol25 dataset | ωB97M-V with the def2-TZVPD basis set
C 1.338 0.081 -2.059
F 0.508 -0.671 -2.920
Si 0.393 -0.089 -0.442
P 2.851 0.724 -2.514
H 1.158 0.608 0.658
H -1.029 0.093 -0.708
```

***

2.
CH2HoLiO3 | ωB97M-V with the def2-TZVPD basis set

Values from the calculation:
2S+1 = 5
Kohn-Sham gap (alpha / beta) = 8.81 / 8.04 eV
LUMO energy (alpha / beta) = -10.1 / -10.7 eV
total energy = -33197.976 eV
<S²> = 6.004
total charge = +2

XYZ file:
```
8
CH2HoLiO3 | the OMol25 dataset | ωB97M-V with the def2-TZVPD basis set
O 1.172 -0.136 0.102
C 0.028 -0.865 0.097
O -0.031 -2.067 0.296
O -0.960 -0.121 -0.241
H 1.984 -0.638 0.256
Li -2.124 -1.963 -0.163
Ho -0.014 1.978 -0.445
H -0.055 3.810 0.100
```

***

3.
CH2INO | ωB97M-V with the def2-TZVPD basis set

Values from the calculation:
relative energy (zero: lowest compared OMol25 entry of this formula, charge and spin) = 291.1 kJ/mol
Kohn-Sham gap = 7.68 eV
SMILES = O=CNI
LUMO energy = -2.4 eV
total energy = -12705.070 eV
total charge = 0

XYZ file:
```
6
CH2INO | the OMol25 dataset | ωB97M-V with the def2-TZVPD basis set
O 0.358 0.573 -1.934
C -0.083 0.182 -0.880
N 0.121 -0.033 0.475
I 1.342 -0.183 2.482
H -1.114 0.074 -0.915
H -0.623 -0.614 0.772
```

***

4.
CH2INO2 | ωB97M-V with the def2-TZVPD basis set

Values from the calculation:
relative energy (zero: lowest compared OMol25 entry of this formula, charge and spin) = 491.0 kJ/mol
2S+1 = 3
Kohn-Sham gap (alpha / beta) = 4.91 / 5.41 eV
LUMO energy (alpha / beta) = -0.4 / -4.6 eV
total energy = -14746.422 eV
<S²> = 2.012
total charge = 0

XYZ file:
```
7
CH2INO2 | the OMol25 dataset | ωB97M-V with the def2-TZVPD basis set
C 0.713 -0.523 -0.930
N 0.103 -1.870 -0.125
O -0.962 -2.199 -0.572
O 0.786 -2.406 0.673
I 2.485 0.053 0.101
H 1.118 -0.811 -1.846
H 0.101 0.466 -1.014
```

***

5.
CH2INO2S | ωB97M-V with the def2-TZVPD basis set

Values from the calculation:
relative energy (zero: lowest compared OMol25 entry of this formula, charge and spin) = 232.5 kJ/mol
Kohn-Sham gap (alpha / beta) = 7.44 / 5.81 eV
LUMO energy (alpha / beta) = -1.5 / -1.8 eV
total energy = -25584.895 eV
total charge = 0

XYZ file:
```
8
CH2INO2S | the OMol25 dataset | ωB97M-V with the def2-TZVPD basis set
C -0.725 1.304 -0.059
N -0.187 -1.767 0.174
O -0.550 -2.803 0.665
O 0.761 -1.548 -0.566
S 0.548 0.807 -0.983
I 2.490 1.136 0.353
H -1.641 1.472 -0.592
H -0.697 1.398 1.008
```

***

6.
CH2IOP | ωB97M-V with the def2-TZVPD basis set

Values from the calculation:
relative energy (zero: lowest compared OMol25 entry of this formula, charge and spin) = 12.2 kJ/mol
Kohn-Sham gap = 8.55 eV
LUMO energy = -0.9 eV
total energy = -20505.633 eV
total charge = 0

XYZ file:
```
6
CH2IOP | the OMol25 dataset | ωB97M-V with the def2-TZVPD basis set
C 0.527 0.178 0.301
O -0.874 -1.076 -1.713
P -0.772 -1.161 -0.267
I -0.769 1.675 1.168
H 0.808 0.576 -0.626
H 1.081 -0.192 1.137
```